A structure of composition C27H39N5O2Pb. Source: OMol25; level of theory: ωB97M-V/def2-TZVPD.

Element x y z (Å)
Pb  -0.13711  -0.35722  0.24532
C  2.23949  0.79289  -2.29412
C  0.95960  0.18434  -2.94131
N  -0.24421  0.62527  -2.25216
C  -0.53311  2.04943  -2.41274
C  -1.12629  2.68332  -1.15276
N  -0.38350  2.36682  0.06780
C  0.87791  3.06808  0.30718
C  2.04807  2.62350  -0.60297
N  2.05262  1.20409  -0.90919
H  3.03139  0.04498  -2.35657
H  2.57093  1.64826  -2.88943
H  0.95323  0.45485  -4.00566
H  0.99841  -0.90198  -2.87282
H  -1.05701  0.06471  -2.48265
H  0.39502  2.55804  -2.67039
H  -1.23348  2.22726  -3.23625
H  -1.20256  3.76889  -1.31233
H  -2.12892  2.27756  -1.01378
H  -1.00090  2.54266  0.85239
H  0.76303  4.15509  0.18646
H  1.14865  2.87339  1.34733
H  2.00472  3.19009  -1.53387
H  2.97162  2.93589  -0.10218
H  2.64096  0.67551  -0.28430
O  -2.43371  -0.15987  -0.37186
C  -3.55482  -0.03389  0.26547
C  -4.67017  0.48710  -0.44762
C  -5.90204  0.67983  0.12326
C  -6.10938  0.36508  1.46729
C  -5.05418  -0.13303  2.19338
C  -3.78179  -0.35800  1.63948
C  -2.76472  -0.98823  2.47326
N  -1.50209  -1.26198  2.16797
C  -0.96182  -1.96494  3.22017
C  -1.89223  -2.10443  4.19493
N  -3.02270  -1.48429  3.71669
H  -4.50372  0.73986  -1.48836
H  -6.71473  1.08718  -0.46622
H  -7.07671  0.50564  1.92997
H  -5.22945  -0.34926  3.24042
H  0.04793  -2.33376  3.17221
H  -1.86419  -2.58398  5.15715
H  -3.88614  -1.40049  4.21734
C  -0.78453  -3.58840  -0.52925
C  0.47044  -4.41106  -0.82063
C  1.00923  -4.10645  -2.22360
C  1.59547  -4.29226  0.19723
C  2.14128  -5.49132  0.64095
C  3.21848  -5.53940  1.50619
C  3.76362  -4.34255  1.93511
C  3.26213  -3.11524  1.52333
C  3.99687  -1.87712  2.02027
C  4.69622  -1.14453  0.87119
C  3.10068  -0.91519  2.80433
C  2.15286  -3.05598  0.62430
O  1.68689  -1.88836  0.20657
H  -1.62243  -3.93596  -1.13647
H  -0.62232  -2.54325  -0.78444
H  -1.06266  -3.64320  0.52449
H  0.16005  -5.45962  -0.80680
H  1.43650  -3.10292  -2.23270
H  0.21731  -4.16798  -2.97555
H  1.79769  -4.81192  -2.48783
H  1.70265  -6.41916  0.28753
H  3.63157  -6.48731  1.82633
H  4.62075  -4.35503  2.60105
H  4.77106  -2.22917  2.70782
H  3.94204  -0.82277  0.15878
H  5.39122  -1.80811  0.35520
H  5.24744  -0.27499  1.23886
H  2.28433  -0.57825  2.16900
H  3.66306  -0.03975  3.14026
H  2.68989  -1.40999  3.68531

Computed properties:
* charge: 0
* frontier orbital gap: 6.9471 eV
* ΔE to the lowest compared entry with this formula, charge and spin: 0.0 kcal per mole

=====

A structure of composition C27H40AgAsN4SSi3. Source: OMol25; level of theory: ωB97M-V/def2-TZVPD.

Element x y z (Å)
Ag  1.22938  -0.49113  -0.88054
N  1.85633  1.13781  3.32192
C  1.82974  -0.14116  3.85242
C  2.04551  -0.63863  5.13398
C  1.93770  -2.00790  5.29150
C  1.62882  -2.85090  4.20970
C  1.41441  -2.34499  2.94217
C  1.51038  -0.96431  2.76950
N  1.33567  -0.19524  1.62405
C  1.55951  1.03681  1.99181
C  1.54206  2.19144  1.08916
C  1.88895  3.46599  1.40832
S  1.86406  4.43810  0.01357
C  1.35665  3.08735  -0.90735
N  1.21278  1.98862  -0.23333
H  2.07583  1.98051  3.82114
H  2.29315  0.00875  5.96846
H  2.10008  -2.44240  6.26998
H  1.56465  -3.91972  4.37696
H  1.18877  -2.98844  2.09869
H  2.19691  3.87059  2.36376
H  1.18708  3.16593  -1.97808
C  3.28517  -0.92551  -1.60212
C  3.95785  0.35268  -1.44208
C  4.46312  0.76975  -0.18976
C  5.00526  2.02290  0.00093
C  5.07937  2.93753  -1.05433
C  4.60989  2.53996  -2.31080
C  4.06631  1.28511  -2.49624
C  5.58227  4.26872  -0.83556
N  5.95915  5.34262  -0.64864
H  3.64778  -1.67270  -0.89839
H  3.32081  -1.30882  -2.61697
H  4.40814  0.07528  0.64448
H  5.38510  2.31302  0.97460
H  4.67693  3.23440  -3.13922
H  3.69973  1.00223  -3.47717
C  -4.27798  0.29743  -2.78963
Si  -2.48726  0.69497  -2.45276
C  -1.50372  0.42820  -4.01861
C  -2.39999  2.48384  -1.93214
As  -1.40823  -0.61012  -0.81586
Si  -2.60175  -0.06042  1.13651
C  -4.44762  0.05362  0.83405
C  -2.04724  1.61885  1.74876
C  -2.30166  -1.31978  2.48768
Si  -2.08905  -2.81472  -1.31151
C  -3.90426  -3.14185  -1.59620
C  -1.13326  -3.25406  -2.84875
C  -1.50600  -3.85773  0.12117
H  -4.61766  0.90303  -3.63945
H  -4.91976  0.52283  -1.93206
H  -4.41759  -0.75585  -3.04906
H  -1.61811  1.27796  -4.70097
H  -1.84313  -0.47158  -4.54219
H  -0.43985  0.30563  -3.79522
H  -2.69112  3.12497  -2.77258
H  -1.39192  2.76001  -1.61601
H  -3.08243  2.68734  -1.09990
H  -4.71796  1.00465  0.36071
H  -4.97270  -0.00666  1.79495
H  -4.81426  -0.75597  0.19600
H  -1.89528  2.33134  0.93134
H  -1.11119  1.54241  2.30942
H  -2.81431  2.02283  2.42111
H  -3.10707  -2.06086  2.52250
H  -2.27085  -0.80530  3.45540
H  -1.35328  -1.85040  2.36500
H  -4.22958  -2.77400  -2.57382
H  -4.53714  -2.68348  -0.82977
H  -4.07682  -4.22465  -1.57010
H  -1.52011  -2.70851  -3.71596
H  -1.19232  -4.32635  -3.06585
H  -0.08163  -2.98085  -2.72373
H  -2.16058  -3.74118  0.99114
H  -0.49287  -3.56190  0.41586
H  -1.48769  -4.91791  -0.15593

Computed properties:
* charge: 0
* frontier orbital gap: 6.5345 eV
* ΔE to the lowest compared entry with this formula, charge and spin: 0.0 kcal per mole